Formula: C4H8N3O
Source: the OMol25 dataset
Level of theory: the ωB97M-V functional and the def2-TZVPD basis

Geometry (Å):
C: 0.03 1.38 -0.01
C: -1.68 -1.02 -0.03
C: 1.85 -0.24 -0.28
C: 0.70 -1.23 0.26
N: 1.35 1.24 -0.13
N: -0.53 -0.48 0.20
N: -0.81 2.26 0.07
O: -2.79 -0.30 -0.20
H: -1.96 -2.02 -0.15
H: 2.63 -0.34 0.43
H: 2.08 -0.45 -1.29
H: 0.59 -1.96 -0.53
H: 0.88 -1.72 1.30
H: 1.98 2.01 0.05
H: -1.79 2.21 0.25
H: -2.53 0.66 0.05

Calculated values
E	-396.39875	Eh
ΔE to the lowest compared entry with this formula, charge and spin	86.28	kcal/mol
net charge	+1
E_LUMO	-0.153	Ha
frontier orbital gap	10.6	eV
HOMO energy	-14.773	eV


Formula: C7H14BeN3O
Source: the OMol25 dataset
Level of theory: the ωB97M-V functional and the def2-TZVPD basis

Geometry (Å):
C: 0.37 -1.67 -1.64
Be: -0.03 -0.03 -0.13
N: 1.42 0.75 -0.69
H: -1.43 -0.32 -0.28
H: -0.40 -0.86 -1.18
H: -0.31 -2.48 -1.93
H: 1.11 -2.08 -0.95
H: 0.82 -1.27 -2.55
H: 2.05 0.78 0.12
H: 1.19 1.72 -0.95
H: 1.92 0.31 -1.47
N: -3.26 3.26 4.17
C: -2.99 2.69 2.97
O: -3.77 2.71 2.02
C: -1.65 2.01 2.84
C: -0.66 1.99 3.85
C: 0.54 1.29 3.61
C: 0.73 0.65 2.39
N: -0.20 0.72 1.40
C: -1.38 1.38 1.63
H: -4.17 3.67 4.29
H: -2.65 3.17 4.98
H: -0.81 2.51 4.79
H: 1.34 1.26 4.35
H: 1.64 0.08 2.15
H: -2.10 1.36 0.81

Calculated values
E	-529.30390	Eh
ΔE to the lowest compared entry with this formula, charge and spin	11.58	kcal/mol
net charge	-1
E_LUMO (alpha / beta)	0.103 / 0.103	Ha
frontier orbital gap (alpha / beta)	2.7 / 2.7	eV
HOMO energy (alpha / beta)	0.100 / 0.073	eV